No. 1
Formula: C5H6O2
Source: OMol25
Level of theory: ωB97M-V/def2-TZVPD

Atoms and positions in Å:
1 C -1.1711 0.4451 1.0056
2 C -0.2178 -0.3843 1.2286
3 C 1.0588 -0.2188 0.1905
4 C 0.4681 -0.7568 -1.1200
5 O -0.3389 0.3535 -1.5523
6 C -0.5287 1.1482 -0.3232
7 O 0.9252 1.2434 -0.0658
8 H -2.3260 0.3292 1.3309
9 H -0.3442 -1.2184 1.9531
10 H 2.0033 -0.3681 0.7435
11 H 1.3728 -0.7901 -1.7400
12 H 0.0181 -1.9366 -1.1962
13 H -0.9198 2.1537 -0.4547

Computed properties:
- highest occupied orbital energy (eV) = -9.7
- multiplicity = 1
- orbital gap (eV) = 10.7
- total charge = 0
- molar mass (g/mol) = 98.1
- energy relative to the best compared isomer or geometry (same formula, charge and spin) (kcal/mol) = 94.7

=====

No. 2
Formula: C5H6O2S
Source: OMol25
Level of theory: ωB97M-V/def2-TZVPD

Atoms and positions in Å:
1 C -2.0018 -0.5314 0.4808
2 C -0.5205 -0.4006 0.4226
3 O -0.2433 -0.5435 -1.0344
4 C 0.9779 -0.2474 -1.3157
5 C 1.8325 0.4182 -0.5192
6 C 1.2606 1.0528 0.6747
7 S 1.9400 2.3675 1.4098
8 O -0.0487 0.8719 0.8837
9 H -2.3332 -1.4757 -0.0925
10 H -2.5445 0.2639 -0.0127
11 H -2.4527 -0.7472 1.5608
12 H -0.0247 -1.2564 0.8655
13 H 1.3231 -0.5563 -2.3759
14 H 2.8353 0.7842 -0.9475

Computed properties:
- highest occupied orbital energy (eV) = -8.5
- multiplicity = 1
- orbital gap (eV) = 8.4
- total charge = 0
- molar mass (g/mol) = 130.2
- energy relative to the best compared isomer or geometry (same formula, charge and spin) (kcal/mol) = 34.0

=====

No. 3
Formula: C5H6O2S
Source: OMol25
Level of theory: ωB97M-V/def2-TZVPD

Atoms and positions in Å:
1 C -0.3051 2.2677 -0.0881
2 C -0.2092 1.0177 0.5503
3 C 0.4117 -0.0003 -0.3073
4 C 1.5585 -1.0227 0.5093
5 S 3.0759 -0.8266 -0.1150
6 O -0.6963 -0.7826 -0.9657
7 C -1.4300 -1.7833 -0.4475
8 O -1.4611 -1.8862 0.7929
9 H -0.0966 2.5656 -1.0871
10 H -0.4903 3.0913 0.6407
11 H -0.5929 0.9573 1.6112
12 H 0.8586 0.3209 -1.2767
13 H 1.1718 -1.4035 1.3399
14 H -1.7951 -2.5154 -1.1569

Computed properties:
- highest occupied orbital energy (eV) = -9.1
- multiplicity = 1
- orbital gap (eV) = 8.1
- total charge = 0
- molar mass (g/mol) = 130.2
- energy relative to the best compared isomer or geometry (same formula, charge and spin) (kcal/mol) = 80.7